{
  "formula": "C26H43FN3O2P2PtS2Si2",
  "method": "ωB97M-V/def2-TZVPD",
  "species": ["Pt", "C", "Si", "C", "C", "C", "C", "C", "C", "C", "Si", "C", "C", "H", "H", "H", "H", "H", "H", "H", "H", "H", "H", "H", "H", "H", "H", "H", "H", "C", "C", "O", "P", "S", "S", "O", "C", "C", "H", "H", "H", "H", "H", "H", "H", "H", "H", "H", "C", "N", "C", "N", "C", "N", "C", "P", "C", "C", "H", "H", "H", "H", "H", "H", "H", "H", "H", "H", "H", "H", "H", "F", "C", "C", "C", "C", "C", "C", "H", "H", "H", "H"],
  "positions_angstrom": [[0.67575, -0.32169, 0.12145], [2.51972, 1.69925, 2.26594], [2.51337, -0.07491, 1.58886], [2.51052, -1.22393, 3.10470], [4.20949, -0.36244, 0.79752], [5.43172, -0.46065, 1.46028], [6.59617, -0.70795, 0.75647], [6.55952, -0.85583, -0.62703], [5.35663, -0.74114, -1.30059], [4.17880, -0.49419, -0.59671], [2.47577, -0.18104, -1.32749], [2.70450, 1.52356, -2.15493], [2.29321, -1.41832, -2.77725], [3.44557, 1.86047, 2.82605], [1.67540, 1.89642, 2.92643], [2.47549, 2.43320, 1.45968], [3.48335, -1.14530, 3.59895], [2.33698, -2.26553, 2.84276], [1.74906, -0.92589, 3.82570], [5.48013, -0.35404, 2.53913], [7.53976, -0.79327, 1.28149], [7.47299, -1.05903, -1.17276], [5.34066, -0.84942, -2.37978], [3.49592, 1.46542, -2.90675], [3.02232, 2.24447, -1.39784], [1.82388, 1.92939, -2.65272], [2.85843, -1.05938, -3.64348], [1.27149, -1.60132, -3.10339], [2.72330, -2.37930, -2.48990], [-1.13771, 0.05033, 5.90635], [-1.01565, -0.53910, 4.51940], [-0.73272, 0.53268, 3.61377], [-1.04027, 0.54551, 2.02722], [-1.07408, 2.51735, 1.66474], [-0.50557, -2.20909, 1.98790], [-2.58376, -0.01451, 1.92388], [-3.64322, 0.71115, 2.56369], [-4.68823, -0.27816, 3.02503], [-1.34349, -0.73362, 6.63577], [-1.94439, 0.78260, 5.94260], [-0.21127, 0.54990, 6.18710], [-1.93524, -1.04178, 4.21329], [-0.20566, -1.26924, 4.47850], [-4.06298, 1.42336, 1.84342], [-3.23978, 1.30184, 3.38907], [-5.09246, -0.83965, 2.18197], [-5.51171, 0.24239, 3.51582], [-4.26250, -0.98943, 3.73135], [-3.06986, 2.95488, -2.28825], [-3.45428, 1.47383, -2.15710], [-3.17678, 0.78122, -3.48896], [-1.83465, 0.97053, -3.89785], [-1.52821, 2.39665, -3.97944], [-1.72768, 3.08910, -2.71244], [-0.74868, 2.70862, -1.67573], [-0.85349, 0.89755, -1.27182], [-2.69512, 0.84061, -1.02987], [-0.88254, 0.27528, -3.01597], [-3.23219, 3.40674, -1.30936], [-3.75221, 3.37803, -3.02935], [-4.45260, 1.41147, -1.95594], [-3.87118, 1.22120, -4.20815], [-3.39799, -0.27747, -3.34277], [-2.17826, 2.85499, -4.73008], [-0.49209, 2.51541, -4.29209], [-0.93266, 3.27658, -0.76781], [0.24501, 2.97129, -2.03007], [-2.92052, 1.40635, -0.12486], [-3.03353, -0.18859, -0.91209], [-1.09437, -0.79686, -3.00532], [0.11712, 0.39769, -3.43650], [-1.37131, -3.94353, -3.53353], [-1.15952, -3.48609, -2.27508], [0.09757, -3.60621, -1.71881], [0.30763, -3.12826, -0.43199], [-0.75086, -2.56627, 0.29581], [-2.02366, -2.47959, -0.30378], [-2.23280, -2.92572, -1.59173], [0.89504, -4.07377, -2.27726], [1.26722, -3.27739, 0.04477], [-2.84020, -2.09175, 0.29165], [-3.21155, -2.90669, -2.05393]],
  "atomic_forces_ev_per_a": [[-0.757, 1.175, 0.893], [0.059, -0.213, -0.086], [0.233, -0.047, 0.772], [0.061, 0.238, -0.122], [-0.208, -0.009, -0.306], [-0.037, -0.001, 0.172], [0.126, -0.021, -0.063], [0.094, -0.016, 0.043], [-0.019, 0.019, -0.067], [-0.173, 0.039, 0.215], [0.143, -0.208, -0.884], [-0.012, -0.068, 0.123], [0.178, 0.199, 0.034], [0.027, 0.000, 0.021], [-0.045, -0.044, 0.004], [0.017, -0.001, -0.030], [0.006, 0.009, 0.023], [0.026, -0.029, -0.050], [-0.036, 0.028, -0.008], [-0.003, 0.001, 0.013], [0.011, 0.001, 0.004], [0.008, 0.000, 0.000], [-0.013, 0.000, -0.047], [0.060, -0.055, 0.030], [-0.041, 0.052, -0.005], [-0.064, -0.053, -0.058], [0.028, 0.006, 0.008], [-0.076, 0.016, 0.009], [-0.021, -0.043, 0.039], [0.016, 0.051, -0.032], [-0.047, -0.050, 0.028], [0.051, -0.178, 0.156], [0.341, 0.489, -0.450], [-0.220, -0.092, -0.018], [0.147, -0.130, -0.192], [0.005, 0.015, -0.014], [0.102, 0.068, -0.085], [-0.023, 0.005, 0.011], [-0.005, -0.036, -0.011], [-0.016, 0.010, 0.007], [0.015, 0.015, 0.009], [0.010, -0.014, 0.015], [-0.021, -0.007, 0.030], [-0.003, 0.013, 0.064], [-0.051, -0.033, 0.015], [0.007, -0.022, -0.021], [-0.009, 0.024, 0.000], [0.014, -0.020, 0.012], [-0.092, 0.006, -0.005], [-0.028, 0.107, 0.000], [-0.124, -0.094, -0.039], [0.001, 0.088, 0.006], [0.014, 0.025, -0.089], [0.076, -0.010, 0.052], [-0.127, -0.002, -0.165], [0.314, -0.609, 0.018], [-0.009, 0.152, 0.208], [0.157, 0.054, -0.109], [0.029, -0.011, -0.015], [-0.007, -0.022, 0.035], [0.009, 0.012, -0.013], [0.019, -0.017, 0.004], [-0.002, 0.040, -0.022], [0.018, -0.033, -0.003], [-0.003, 0.007, 0.010], [-0.020, -0.043, 0.057], [0.054, -0.105, 0.021], [0.005, -0.061, 0.043], [0.054, 0.041, -0.049], [-0.036, 0.043, -0.003], [0.014, -0.050, 0.020], [0.022, 0.031, 0.067], [-0.012, 0.027, -0.028], [-0.198, 0.001, -0.160], [-0.169, -0.244, -0.198], [-0.226, -0.384, 0.126], [0.243, 0.043, 0.229], [0.188, -0.180, -0.187], [-0.014, -0.013, -0.066], [-0.022, 0.109, 0.042], [0.007, 0.020, 0.045], [-0.021, -0.005, -0.035]],
  "relative_energy_kcal_mol": 37.7,
  "lumo_energy_ev": [-0.681, -0.902],
  "s2": 0.760,
  "total_charge": 0,
  "multiplicity": 2,
  "orbital_gap_ev": [5.71, 6.17]
}